No. 1
{
  "formula": "C4H12N2O3",
  "method": "the ωB97M-V functional and the def2-TZVPD basis",
  "homo_energy_ev": -8.99,
  "lumo_ev": 0.5,
  "mol_weight_da": 136.15,
  "largest_force_ev_per_a": 3.356,
  "de_lowest_kj_mol": 249.1,
  "charge": 0,
  "orbital_gap_ev": 9.52,
  "smiles": "O=C(O)O.CNCCN",
  "species": ["O", "C", "O", "O", "H", "H", "C", "N", "C", "C", "N", "H", "H", "H", "H", "H", "H", "H", "H", "H", "H"],
  "xyz": [[1.28, -1.09, -1.33], [1.49, -0.81, -0.12], [2.67, -0.26, 0.29], [0.93, -1.45, 0.92], [3.21, -0.11, -0.49], [0.77, -2.27, 1.39], [0.88, 1.99, 0.14], [0.22, 0.74, -0.22], [-1.07, 0.56, 0.46], [-2.06, -0.33, -0.31], [-1.71, -1.72, -0.51], [1.19, 1.93, 1.19], [1.77, 2.12, -0.46], [0.22, 2.85, 0.01], [0.27, 0.38, -1.28], [-0.86, 0.12, 1.44], [-1.54, 1.53, 0.63], [-2.22, 0.12, -1.30], [-3.01, -0.30, 0.22], [-1.58, -2.19, 0.38], [-0.85, -1.80, -1.05]]
}



No. 2
{
  "formula": "C4H12N2O3P",
  "method": "the ωB97M-V functional and the def2-TZVPD basis",
  "homo_energy_ev": -4.53,
  "lumo_ev": 3.8,
  "mol_weight_da": 167.13,
  "largest_force_ev_per_a": 5.827,
  "de_lowest_kj_mol": 109.6,
  "charge": -1,
  "orbital_gap_ev": 8.30,
  "species": ["C", "C", "C", "C", "N", "N", "O", "O", "O", "P", "H", "H", "H", "H", "H", "H", "H", "H", "H", "H", "H", "H"],
  "xyz": [[-1.03, 1.99, 0.43], [0.70, 0.25, -1.60], [-1.08, 0.42, 0.57], [0.35, -0.13, 0.26], [-2.11, 0.02, -0.39], [1.34, 0.67, 0.79], [2.12, -2.19, 0.12], [-0.28, -2.84, -0.16], [0.48, -1.91, 2.16], [0.54, -1.92, 0.68], [-1.12, 2.42, -0.64], [-0.46, 2.39, 1.26], [-2.06, 2.16, 0.85], [-0.06, -0.18, -2.24], [1.61, -0.25, -1.86], [0.68, 1.33, -1.54], [-1.26, 0.14, 1.57], [-1.99, 0.43, -1.24], [-2.12, -0.97, -0.39], [2.24, 0.44, 0.38], [1.50, 0.40, 1.71], [2.00, -2.68, -0.73]]
}



No. 3
{
  "formula": "C4H12N2OS",
  "method": "the ωB97M-V functional and the def2-TZVPD basis",
  "homo_energy_ev": -8.98,
  "lumo_ev": 0.8,
  "mol_weight_da": 136.22,
  "largest_force_ev_per_a": 2.638,
  "de_lowest_kj_mol": 150.7,
  "charge": 0,
  "orbital_gap_ev": 9.79,
  "smiles": "N[C@H](CS)CNCO",
  "species": ["N", "C", "C", "S", "C", "N", "C", "O", "H", "H", "H", "H", "H", "H", "H", "H", "H", "H", "H", "H"],
  "xyz": [[1.65, 1.65, -0.12], [1.16, 0.28, -0.08], [1.71, -0.51, -1.24], [1.14, -2.24, -1.12], [-0.42, 0.19, 0.16], [-0.91, 1.17, 1.08], [-2.34, 1.42, 1.00], [-3.10, 0.40, 1.65], [1.21, 2.22, -0.83], [1.41, 2.06, 0.77], [1.56, -0.15, 0.85], [2.79, -0.39, -1.05], [1.61, -0.09, -2.23], [2.03, -2.86, -1.90], [-1.03, 0.11, -0.75], [-0.43, -0.87, 0.51], [-0.63, 1.03, 2.04], [-2.49, 2.22, 1.74], [-2.59, 1.55, -0.05], [-3.46, -0.31, 1.09]]
}



What did the third record say?
{
  "formula": "C4H12N2OS",
  "method": "the ωB97M-V functional and the def2-TZVPD basis",
  "homo_energy_ev": -8.98,
  "lumo_ev": 0.8,
  "mol_weight_da": 136.22,
  "largest_force_ev_per_a": 2.638,
  "de_lowest_kj_mol": 150.7,
  "charge": 0,
  "orbital_gap_ev": 9.79,
  "smiles": "N[C@H](CS)CNCO",
  "species": ["N", "C", "C", "S", "C", "N", "C", "O", "H", "H", "H", "H", "H", "H", "H", "H", "H", "H", "H", "H"],
  "xyz": [[1.65, 1.65, -0.12], [1.16, 0.28, -0.08], [1.71, -0.51, -1.24], [1.14, -2.24, -1.12], [-0.42, 0.19, 0.16], [-0.91, 1.17, 1.08], [-2.34, 1.42, 1.00], [-3.10, 0.40, 1.65], [1.21, 2.22, -0.83], [1.41, 2.06, 0.77], [1.56, -0.15, 0.85], [2.79, -0.39, -1.05], [1.61, -0.09, -2.23], [2.03, -2.86, -1.90], [-1.03, 0.11, -0.75], [-0.43, -0.87, 0.51], [-0.63, 1.03, 2.04], [-2.49, 2.22, 1.74], [-2.59, 1.55, -0.05], [-3.46, -0.31, 1.09]]
}